16
Properties=species:S:1:pos:R:3:mulliken_charge:R:1 method="wB97M-V/def2-TZVPD" total_energy_ev=-15654.02803 e_lumo_ev=0.4 de_lowest_ev=1.7187 homo_ev=-8.17 spin_multiplicity=1 gap_ha=0.316
C -1.5755 1.1717 1.0464 -1.170
P -0.7367 1.1366 -0.7001 0.039
C -1.0509 -0.6400 -0.9767 -0.477
C -0.0530 -1.6604 -0.6842 -0.437
C 1.0506 -1.2816 0.0507 -0.173
C 1.6345 -0.1266 0.2422 -0.390
C 1.1511 1.0473 -0.4563 -0.934
H -1.3958 1.9949 1.6173 0.428
H -1.3869 0.2417 1.7505 0.277
H -2.5768 0.9299 0.9508 0.403
H -1.9564 -0.8456 -1.5675 0.396
H -0.1473 -2.6092 -1.0785 0.460
H 1.5746 -2.1327 0.4360 0.298
H 2.5378 -0.1147 0.7154 0.502
H 1.3356 1.9944 0.0661 0.417
H 1.5952 0.8943 -1.4122 0.361